Density functional theory data (ωB97M-V/def2-TZVPD) for 12 unconnected molecules or ions with the total composition C78H188N12O22 at a distorted geometry.

Calculated values
HOMO level in eV: -7.91
HOMO-LUMO gap in eV: 8.45
LUMO energy in eV: 0.54
E in hartree: -5396.28283
Molar mass in g mol⁻¹: 1646.424
Relative energy (zero: lowest compared OMol25 entry of this formula, charge and spin) in kcal/mol: 70.03

Each line ends with the Mulliken charge.
Element x y z (Å)
C: -1.59898 -0.17045 1.41621  -1.17
C: -1.00866 -0.70572 0.12951  2.87
C: -1.21429 -2.19701 -0.06896  -0.24
C: -1.89358 0.06386 -0.93479  -1.09
C: -1.21047 0.04035 -2.29425  -0.02
C: 0.23456 0.50123 -2.31728  -0.02
C: 1.10923 -0.25632 -1.22460  2.88
C: 1.49934 -1.62582 -1.79583  -0.07
C: 2.43594 0.56442 -1.13563  1.17
N: 0.40188 -0.28894 0.03441  0.99
O: 1.25493 -0.84002 1.05728  0.83
H: -2.67631 -0.24932 1.56195  0.35
H: -1.09690 -0.62072 2.27253  -0.08
H: -1.39879 0.89896 1.48240  -0.50
H: -1.24487 -2.59450 -1.08344  -0.76
H: -0.47332 -2.78190 0.47599  -0.29
H: -2.14256 -2.48020 0.42723  -0.10
H: -2.81858 -0.50007 -1.05506  0.37
H: -2.16501 1.06312 -0.59436  -0.10
H: -1.18445 -0.99537 -2.63293  -0.76
H: -1.71259 0.59480 -3.08706  0.32
H: 0.13365 1.55893 -2.07399  -1.16
H: 0.67123 0.24752 -3.28323  0.67
H: 1.87415 -2.29463 -1.02102  -0.54
H: 2.28093 -1.56342 -2.55302  -0.64
H: 0.63444 -2.03339 -2.31921  -0.31
H: 2.43023 1.35381 -0.38401  -0.69
H: 2.70128 0.95150 -2.11943  -1.86
H: 3.25359 -0.11101 -0.88392  -0.10
H: 1.31690 -0.11247 1.68052  -0.26
C: -4.35712 -5.11976 0.17490  -1.82
C: -5.37228 -4.12303 0.81920  1.92
C: -4.85727 -2.70614 0.88446  -2.36
C: -6.63368 -4.00659 -0.12877  -1.26
C: -7.61338 -5.17182 0.02804  -0.73
C: -7.96085 -5.49667 1.45635  -1.08
C: -6.81646 -5.53230 2.49913  1.13
C: -7.43276 -5.36025 3.94012  -1.78
C: -6.16497 -6.91693 2.21881  -1.74
N: -5.86042 -4.46124 2.18867  0.65
O: -4.83083 -4.32603 3.15796  -0.41
H: -3.89367 -4.74777 -0.73885  0.37
H: -3.55406 -5.33914 0.87851  0.44
H: -4.88161 -6.02218 -0.13919  0.31
H: -4.57308 -2.32732 -0.09729  0.31
H: -5.62053 -2.00958 1.23139  0.61
H: -4.10004 -2.52065 1.64622  0.49
H: -7.13400 -3.09925 0.20963  0.54
H: -6.33469 -3.87311 -1.16843  0.42
H: -8.47545 -4.76328 -0.49923  0.41
H: -7.21198 -6.08028 -0.42106  0.33
H: -8.42232 -6.48380 1.42963  0.35
H: -8.64410 -4.74385 1.84943  0.40
H: -8.06699 -6.20513 4.20849  0.39
H: -7.95591 -4.40403 3.94687  0.41
H: -6.65417 -5.13638 4.66935  0.34
H: -5.15262 -6.94574 2.62182  0.23
H: -6.22498 -7.28362 1.19409  0.38
H: -6.82011 -7.60762 2.74969  0.56
H: -5.02062 -3.43559 3.46243  0.28
C: 0.87067 -1.65199 4.57516  -0.80
O: 1.47608 -0.45096 4.16654  0.64
C: 2.72229 -0.18238 4.75321  -1.19
C: 2.94226 1.32180 4.87117  0.80
N: 2.21381 1.85530 6.08243  -0.05
C: 2.75913 3.05540 6.77385  -1.15
C: 2.57667 4.31739 5.89056  0.10
O: 1.20341 4.38159 5.60249  -0.04
C: 0.81909 5.53863 4.89457  -0.64
H: 1.18836 -2.49927 3.96747  0.05
H: -0.18121 -1.51842 4.32257  -0.16
H: 1.07760 -1.90288 5.61552  0.50
H: 3.52764 -0.59383 4.14476  0.13
H: 2.92627 -0.63026 5.72578  0.45
H: 2.59939 1.85407 3.98390  -0.63
H: 4.02168 1.46152 4.92975  0.51
H: 1.36140 2.24554 5.70664  -0.24
H: 3.79846 2.82319 7.00619  0.44
H: 2.22438 3.05148 7.72365  0.36
H: 3.20643 4.19967 5.00872  -0.09
H: 2.90555 5.23507 6.37822  0.52
H: 0.90660 6.38028 5.58164  0.44
H: -0.16776 5.43930 4.44252  0.15
H: 1.56691 5.77556 4.13777  0.05
C: 1.97667 -3.80510 -6.11062  -0.37
O: 2.92983 -4.60410 -5.36034  -0.54
C: 2.91417 -4.42278 -3.95826  0.84
C: 4.09527 -5.21910 -3.40124  -0.96
N: 5.30310 -4.59328 -3.90852  0.16
C: 6.45451 -5.42817 -3.72129  -0.76
C: 7.61172 -4.84148 -4.51555  -0.58
O: 7.47301 -5.06830 -5.95840  -0.33
C: 8.62587 -4.58104 -6.68992  -0.69
H: 1.82835 -2.79040 -5.74117  0.18
H: 1.07399 -4.40926 -6.01974  0.25
H: 2.39011 -3.72405 -7.11590  0.13
H: 1.98595 -4.61460 -3.42001  0.33
H: 3.13957 -3.39184 -3.68538  -0.60
H: 3.95453 -6.27681 -3.62380  0.46
H: 4.26469 -5.13454 -2.32782  0.09
H: 5.10383 -4.36508 -4.87201  0.17
H: 6.24517 -6.33613 -4.28687  0.37
H: 6.74241 -5.55666 -2.67788  0.34
H: 8.56869 -5.24705 -4.18718  0.57
H: 7.67613 -3.75692 -4.42799  0.21
H: 9.52200 -5.04829 -6.28160  0.29
H: 8.63148 -3.50248 -6.53250  0.28
H: 8.58662 -4.83746 -7.74860  0.23
C: 5.20786 3.11545 -2.62553  -0.56
O: 5.70698 4.14786 -1.76041  -0.09
C: 6.84010 4.91233 -2.10549  -0.80
C: 6.61550 6.32769 -1.71300  -0.65
N: 6.69717 6.54871 -0.26085  -0.42
C: 6.06436 7.85069 0.07287  -0.79
C: 6.02766 7.93972 1.67139  -0.66
O: 5.23736 6.90261 2.10575  -0.14
C: 5.15978 6.82009 3.51926  -0.75
H: 5.98615 2.36733 -2.77611  0.54
H: 5.01331 3.58871 -3.58796  0.44
H: 4.30731 2.61631 -2.26781  -0.37
H: 6.87154 4.79299 -3.18848  0.52
H: 7.76952 4.45039 -1.77248  0.27
H: 5.67955 6.68285 -2.14422  0.30
H: 7.33658 6.98550 -2.19821  0.41
H: 6.24893 5.84535 0.30876  0.36
H: 5.14794 7.95846 -0.50735  0.38
H: 6.70639 8.61658 -0.36223  0.42
H: 5.56665 8.88740 1.94972  0.44
H: 7.04222 7.91972 2.06934  0.44
H: 5.77822 5.94284 3.70916  0.33
H: 4.16236 6.66220 3.92953  -0.02
H: 5.45092 7.73039 4.04336  0.51
C: 0.89168 -4.13116 -12.23443  -0.69
O: 0.67755 -2.93903 -11.55454  -0.41
C: 0.50714 -3.08588 -10.14290  -0.45
C: -0.80575 -3.83527 -9.67453  -0.69
N: -0.86390 -3.87621 -8.19406  -0.09
C: -2.01973 -4.60607 -7.76689  -0.85
C: -2.01055 -4.69671 -6.28005  -0.62
O: -2.10697 -3.50753 -5.54617  -0.43
C: -1.50238 -3.71735 -4.26708  -0.20
H: 0.05451 -4.81000 -12.07189  0.28
H: 1.71105 -4.67845 -11.76839  0.31
H: 1.10570 -3.93910 -13.28582  0.25
H: 0.45153 -2.07967 -9.72751  0.29
H: 1.43853 -3.48067 -9.73702  0.37
H: -0.88019 -4.81272 -10.15114  0.45
H: -1.62567 -3.21002 -10.02792  0.28
H: -0.87221 -2.90551 -7.91520  0.18
H: -1.98372 -5.61281 -8.18315  0.38
H: -2.88643 -4.07206 -8.15645  0.47
H: -1.17910 -5.36283 -6.04968  0.32
H: -2.87297 -5.30886 -6.01622  0.46
H: -0.41454 -3.67291 -4.31929  -0.09
H: -1.72190 -4.69743 -3.84357  0.45
H: -1.81186 -2.98074 -3.52565  0.00
C: 6.39780 -2.14470 0.42755  -0.33
O: 5.47443 -2.79106 1.29584  -0.59
C: 4.07656 -2.43465 1.11290  0.98
C: 3.28944 -3.40863 2.06509  -0.02
N: 3.50386 -4.81797 1.76533  -0.43
C: 3.15542 -5.21958 0.45159  -0.71
C: 1.61324 -5.08936 0.16742  0.41
O: 1.19361 -5.69699 -1.01003  -0.36
C: -0.20658 -5.92742 -1.08618  -0.69
H: 5.93801 -2.21878 -0.55795  -0.03
H: 7.34160 -2.68800 0.47409  0.38
H: 6.51729 -1.08220 0.63947  0.06
H: 3.79078 -2.56316 0.06891  -0.40
H: 4.07261 -1.37869 1.38315  0.30
H: 2.24672 -3.09240 2.09382  -0.74
H: 3.74516 -3.22170 3.03744  0.41
H: 4.50843 -4.76603 1.67459  0.48
H: 3.41025 -6.26924 0.30539  0.40
H: 3.67253 -4.65981 -0.32774  0.10
H: 1.40641 -4.02460 0.05974  -0.58
H: 0.97788 -5.43637 0.98229  0.56
H: -0.72809 -4.97162 -1.03543  -0.03
H: -0.65691 -6.50451 -0.27856  0.43
H: -0.47972 -6.53134 -1.95150  0.47
C: -2.55890 4.35478 1.67638  -0.68
O: -1.86359 3.31742 1.04060  0.08
C: -0.67750 3.80985 0.38687  0.19
C: 0.43519 4.12587 1.42126  -0.65
N: 1.81717 3.96648 0.87525  0.80
C: 2.87334 4.33462 1.81250  0.25
C: 4.25701 3.70044 1.36191  -0.63
O: 4.38577 2.32299 1.85055  -0.04
C: 5.53673 1.65187 1.44760  -0.66
H: -2.17313 4.45975 2.69042  0.11
H: -3.61539 4.11932 1.80483  -0.03
H: -2.58226 5.31416 1.15952  0.48
H: -0.71962 4.53858 -0.42263  0.50
H: -0.44086 2.86212 -0.09677  -0.65
H: 0.30443 3.45066 2.26690  0.25
H: 0.18949 5.10915 1.82235  0.31
H: 1.87241 3.04898 0.45665  -0.76
H: 2.53896 3.88742 2.74861  -0.72
H: 2.93694 5.41761 1.91831  0.45
H: 5.02883 4.30494 1.83833  0.87
H: 4.46297 3.84931 0.30195  -0.23
H: 5.36158 1.00995 0.58426  -0.09
H: 5.72961 1.03046 2.32210  0.32
H: 6.47817 2.19693 1.37902  0.37
C: -5.60620 2.77763 4.30831  -0.33
O: -5.86087 1.40827 4.16817  -0.37
C: -5.85866 0.76910 5.41966  0.21
C: -5.62718 -0.80828 5.33655  -1.04
N: -4.42759 -1.03256 4.55360  0.28
C: -3.16048 -0.85891 5.25410  1.18
C: -2.67852 -2.10076 6.12216  -1.06
O: -1.54867 -1.56723 6.95335  0.05
C: -1.14690 -2.53683 7.86161  -1.16
H: -4.62036 2.86058 4.76585  -0.06
H: -6.30701 3.33636 4.92863  0.34
H: -5.51595 3.31101 3.36202  0.20
H: -6.81488 0.99819 5.89005  0.57
H: -5.13487 1.26317 6.06783  -0.50
H: -6.49637 -1.18598 4.79808  0.29
H: -5.55184 -1.25364 6.32856  0.55
H: -4.47529 -0.49821 3.69786  0.15
H: -3.37635 -0.04607 5.94749  -0.59
H: -2.37679 -0.43221 4.62811  -0.48
H: -2.36376 -2.83870 5.38428  0.36
H: -3.52837 -2.46870 6.69704  0.58
H: -0.51481 -2.08002 8.62311  0.27
H: -0.54409 -3.32512 7.41070  0.32
H: -1.96962 -3.06389 8.34477  0.40
C: 5.64384 -0.94019 -3.44913  -0.60
O: 4.71557 0.01122 -4.12159  -0.26
C: 4.03790 -0.51551 -5.26639  -0.11
C: 3.46612 0.67563 -6.02661  -1.07
N: 2.43344 1.40223 -5.35977  0.16
C: 2.14205 2.75595 -5.82283  -0.83
C: 1.35657 3.52384 -4.77677  -0.60
O: 2.06429 3.47342 -3.55093  0.07
C: 1.50848 4.34847 -2.54716  -0.49
H: 5.03001 -1.69725 -2.96110  -0.04
H: 6.26050 -0.37695 -2.74871  0.28
H: 6.38653 -1.41129 -4.09300  0.37
H: 3.19109 -1.10453 -4.91414  -0.19
H: 4.57264 -1.19775 -5.92722  0.71
H: 3.16165 0.31578 -7.00941  0.49
H: 4.28716 1.35447 -6.25719  0.40
H: 2.77879 1.34658 -4.41228  -0.39
H: 1.59961 2.83411 -6.76504  0.43
H: 3.01539 3.37336 -6.03309  0.38
H: 0.36211 3.09736 -4.64539  0.12
H: 1.14408 4.57677 -4.96191  0.58
H: 1.25520 5.34858 -2.89890  0.56
H: 2.22834 4.41364 -1.73128  -0.09
H: 0.66599 3.77975 -2.15362  0.00
C: -6.90480 8.12200 -4.98115  -0.73
O: -6.44355 6.81860 -5.18856  -0.30
C: -7.46384 5.80420 -5.30802  -0.70
C: -6.93908 4.34685 -5.48231  -0.59
N: -6.09632 3.95780 -4.37121  -0.31
C: -5.23672 2.82697 -4.72231  -1.03
C: -4.30117 2.47562 -3.55352  -0.05
O: -3.52181 3.62875 -3.29864  -0.44
C: -2.80331 3.61212 -2.05733  -0.59
H: -6.13158 8.81228 -4.64388  0.25
H: -7.55839 8.06936 -4.11043  0.31
H: -7.46880 8.53391 -5.81800  0.28
H: -8.07561 5.96485 -6.19572  0.42
H: -7.98783 5.87248 -4.35467  0.39
H: -6.37073 4.34180 -6.41239  0.38
H: -7.82302 3.71362 -5.55823  0.31
H: -5.58140 4.78568 -4.10746  0.25
H: -4.77698 2.95606 -5.70215  0.42
H: -5.92516 2.01174 -4.94491  0.37
H: -3.65702 1.64731 -3.84861  0.14
H: -4.85292 2.13584 -2.67704  0.39
H: -2.33545 4.58776 -1.92570  0.29
H: -1.91452 2.98114 -2.05283  0.09
H: -3.38765 3.43873 -1.15368  0.44
C: -1.44393 2.39869 4.32697  0.24
O: -2.28027 2.39854 5.48344  -0.05
C: -1.63516 2.83207 6.65168  -0.51
C: -2.56070 2.45973 7.85454  -0.98
N: -2.30764 1.00937 8.18862  0.03
C: -3.44583 0.61057 9.04891  -0.24
C: -3.47493 1.02890 10.53385  -0.59
O: -4.82477 0.87713 11.00982  -0.34
C: -4.93274 1.44785 12.32401  -0.76
H: -1.04785 3.40276 4.17511  -0.56
H: -2.01992 2.13109 3.44112  0.32
H: -0.65612 1.67056 4.52007  0.13
H: -1.40464 3.89742 6.65389  0.33
H: -0.67458 2.36320 6.86510  0.26
H: -3.59990 2.71118 7.64256  0.28
H: -2.09025 3.05687 8.63569  0.62
H: -2.04415 0.37942 7.44443  -0.18
H: -3.50024 -0.47787 9.02827  0.29
H: -4.40319 0.91624 8.62685  0.10
H: -3.19870 2.07944 10.62425  0.38
H: -2.80266 0.49569 11.20604  0.34
H: -5.92770 1.22332 12.70839  0.27
H: -4.92375 2.53657 12.27185  0.31
H: -4.18212 1.13373 13.04927  0.29